Entry from the Open Molecules 2025 dataset: a 2-piece molecular cluster, C3H3FS overall (wB97M-V/def2-TZVPD).

Structure (XYZ):
```
8
Properties=species:S:1:pos:R:3:forces:R:3
C -1.01204 -0.84032 0.12580 -3.0552 0.8291 -3.0651
C -0.36112 0.23977 -0.17930 0.6922 1.7849 -0.9542
C -0.02120 1.41116 -0.66959 -0.0375 -1.4594 2.0238
S 0.67510 2.79858 -0.57843 -0.0751 0.3125 -0.7458
H -1.96399 -1.01234 -0.48831 1.2200 -0.0796 1.0314
H -0.77265 -1.56555 0.81255 0.7471 -1.4172 1.6529
F 2.19284 -0.50158 0.53274 0.2385 -0.2624 0.1602
H 1.26306 -0.52973 0.44455 0.2700 0.2921 -0.1031
```
Forces are in eV/Å.

Calculated values
- LUMO (eV) = -1.58
- SMILES = C=C=C=S.F
- HOMO energy (hartree) = -0.3219
- energy above the lowest of the compared OMol25 structures with the same formula, charge and spin (kcal per mole) = 38.6
- HOMO-LUMO gap (hartree) = 0.26380